Record 1
Density functional theory data (ωB97M-V/def2-TZVPD) for a 2-piece molecular cluster, CHBrF2O overall.

Geometry as XYZ:
```
6
Properties=species:S:1:pos:R:3:forces:R:3
C 2.4016 1.0740 -0.0426 -0.100 -0.194 -0.100
O 2.9713 1.6844 0.7719 0.097 0.240 0.184
F 1.6400 1.5933 -0.9880 -0.068 0.234 -0.101
F -0.6286 0.3805 0.6041 -0.191 -0.513 -0.263
Br 2.4349 -0.8003 -0.2499 0.073 -0.303 -0.002
H -0.8929 -0.4115 0.1820 0.188 0.536 0.283
```
Positions in Å, forces in eV/Å.

Computed properties:
Orbital gap (Ha): 0.4302
SMILES: O=C(F)Br.F

Atomic charges from the Löwdin analysis, expressed in e, are listed below: C -0.96; O 0.11; F 0.05; F -0.09; Br 0.80; H 0.09


Record 2
Density functional theory data (ωB97M-V/def2-TZVPD) for a 2-piece molecular cluster, C3H6N2O overall.

Geometry as XYZ:
```
12
Properties=species:S:1:pos:R:3:forces:R:3
C 0.3624 -1.1725 0.1431 -0.810 0.065 -0.472
C 0.2465 -1.2059 1.5043 -0.770 -0.418 -0.663
N -0.2913 -0.0342 1.9748 0.880 0.099 0.476
C -0.3879 0.7277 0.9225 -0.106 0.117 -0.506
N -0.0189 0.0961 -0.2274 -0.531 0.507 0.762
H 0.2568 -1.9732 -0.5723 0.862 -0.061 -0.001
H 0.3494 -2.1097 2.0705 0.118 0.048 0.520
H -0.7347 1.7485 0.8959 -0.034 0.025 0.157
H -0.2492 0.4828 -1.1361 0.328 -0.532 -0.057
H -0.2153 1.1375 -3.7709 -0.072 0.245 -0.789
H 0.7544 1.6709 -2.6745 0.120 0.150 -0.330
O 0.0366 1.0635 -2.8628 0.016 -0.245 0.903
```
Positions in Å, forces in eV/Å.

Computed properties:
Orbital gap (Ha): 0.3267
SMILES: c1c[nH]cn1.O

Atomic charges from the Löwdin analysis, expressed in e, are listed below: C -0.13; C -0.18; N 0.04; C -0.23; N 0.04; H 0.10; H 0.09; H 0.11; H 0.08; H 0.04; H 0.06; O -0.03


Record 3
Density functional theory data (ωB97M-V/def2-TZVPD) for an isolated ion of composition C11H20NO2 and charge +1.

Geometry as XYZ:
```
34
Properties=species:S:1:pos:R:3:forces:R:3
C -0.0990 -2.2054 -1.7294 0.189 1.290 -1.747
C -0.7164 2.5768 -0.2859 2.852 -0.873 1.574
C 1.0714 -2.5195 -0.9169 -0.761 -0.255 3.641
C -1.9838 1.9843 0.2970 -2.615 2.379 -1.073
C -0.1066 -0.7178 -2.1604 2.809 -1.116 -2.168
C -0.0322 1.6017 -1.2533 1.267 2.439 -2.241
C 1.3508 -1.4491 0.1674 1.594 -0.206 -0.104
C -1.6962 0.8654 1.2077 -0.137 -2.216 1.335
C 0.8866 -0.2034 0.1252 -0.549 0.046 -1.896
C 2.3334 -1.8607 1.2753 -3.452 -0.874 1.388
C -1.3281 1.1916 2.6432 1.179 -1.308 -0.227
N -0.1136 0.1913 -0.9612 3.991 -1.467 -0.747
O -1.7486 -0.3251 0.8887 -0.438 0.939 0.069
O 1.1034 0.9574 0.8409 1.462 -2.536 0.633
H -0.3053 -2.8960 -2.5677 0.273 0.548 0.338
H -0.8388 -2.2638 -1.0529 -3.539 -0.592 1.978
H -0.8456 3.5335 -0.8358 0.101 -0.543 0.808
H 0.1501 2.5126 0.5339 -2.541 1.794 -1.509
H 0.9741 -3.4709 -0.3158 -0.192 0.778 -0.878
H 1.8480 -2.6600 -1.5492 3.186 -0.247 -1.559
H -2.5206 2.7632 1.0175 0.933 -1.304 -1.893
H -2.6574 1.7601 -0.6602 0.908 0.008 2.431
H 0.9044 -0.5845 -2.7895 -2.337 0.383 1.315
H -1.0016 -0.5533 -2.7891 0.572 0.473 0.454
H -0.4077 1.6747 -2.2644 -0.539 0.248 -0.277
H 1.0524 1.9786 -1.3801 -1.516 -1.159 0.327
H 2.1694 -1.1479 2.1109 1.182 -0.234 -0.397
H 3.3002 -2.1970 0.9968 1.112 0.642 -0.401
H 1.9281 -2.8096 1.7714 0.161 1.034 -0.772
H -2.3094 1.4282 3.1176 1.131 0.406 0.196
H -0.4738 1.9379 2.6055 -1.624 -0.282 0.584
H -0.8731 0.2248 3.0924 -1.033 1.625 -0.613
H -0.9305 -0.0829 -0.5297 -3.298 -0.285 1.411
H 1.9161 0.7651 1.3500 -0.331 0.465 0.022
```
Positions in Å, forces in eV/Å.

Computed properties:
Net charge: +1
Orbital gap (Ha): 0.3854
SMILES: CC(=O)CCC[N@H+]1CCCC(C)=C1O

Atomic charges from the Löwdin analysis, expressed in e, are listed below: C -0.17; C -0.16; C -0.14; C -0.13; C -0.06; C -0.15; C -0.15; C -0.46; C -0.20; C -0.01; C 0.00; N -0.04; O 0.05; O 0.02; H 0.15; H 0.08; H 0.14; H 0.14; H 0.15; H 0.09; H 0.18; H 0.18; H 0.19; H 0.15; H 0.13; H 0.18; H 0.09; H 0.08; H 0.12; H 0.11; H 0.10; H 0.12; H 0.06; H 0.15


Record 4
Density functional theory data (ωB97M-V/def2-TZVPD) for C23H35BrN5O3V as an isolated structure.

Geometry as XYZ:
```
68
Properties=species:S:1:pos:R:3:forces:R:3
V 0.2391 -0.0867 -0.6905 -0.723 -0.311 0.153
C -1.0484 1.2131 -3.5454 -0.002 0.014 0.032
C -1.2371 -0.2860 -3.3996 0.022 -0.023 0.012
N -0.1217 -0.8715 -2.6016 -0.018 0.043 0.092
C -0.1693 -2.3581 -2.5501 0.004 -0.001 -0.039
C 0.8593 -2.8434 -1.5501 -0.004 -0.044 0.016
N 0.6903 -2.1233 -0.2515 -0.001 0.124 0.031
C -0.1152 -2.8733 0.7635 0.045 0.026 -0.012
C -1.5505 -3.1134 0.3409 -0.015 -0.022 0.026
C -2.3712 -1.8483 0.0488 0.019 0.037 0.002
N -1.6260 -0.5685 0.2609 -0.129 0.031 0.156
C -2.5976 0.5640 0.1905 -0.030 -0.021 -0.002
C -1.8220 1.8524 0.0867 -0.013 0.072 -0.033
N -0.8680 1.6802 -1.0419 0.121 -0.163 0.039
C -1.5512 1.9920 -2.3479 -0.036 -0.001 0.045
H -1.6076 1.5560 -4.4167 -0.013 0.007 0.010
H -0.0005 1.4490 -3.7469 0.040 0.012 -0.037
H -1.2524 -0.7841 -4.3708 0.011 0.028 -0.007
H -2.1737 -0.5287 -2.8916 -0.010 0.007 -0.032
H 0.7320 -0.6133 -3.1006 0.004 -0.025 0.019
H 0.0285 -2.7728 -3.5410 -0.015 0.001 0.028
H -1.1810 -2.6439 -2.2704 0.028 -0.014 0.002
H 1.8667 -2.6358 -1.9184 -0.038 -0.004 -0.015
H 0.7802 -3.9217 -1.3998 0.011 0.026 -0.013
H 1.6146 -2.0310 0.1675 -0.003 -0.051 -0.001
H -0.0577 -2.3050 1.6942 -0.028 -0.014 -0.019
H 0.3768 -3.8334 0.9334 -0.021 0.017 0.020
H -2.0233 -3.6721 1.1487 0.018 0.005 0.007
H -1.5756 -3.7860 -0.5167 -0.021 -0.012 0.006
H -3.2443 -1.8139 0.7034 -0.007 -0.036 -0.038
H -2.7572 -1.8432 -0.9713 0.023 0.003 0.003
H -1.3554 -0.5819 1.2684 0.046 -0.041 0.030
H -3.2458 0.5515 1.0686 0.002 0.016 -0.017
H -3.2292 0.4131 -0.6868 0.000 0.013 0.023
H -1.2608 2.0605 0.9975 -0.023 -0.031 0.005
H -2.4813 2.7025 -0.1001 0.026 -0.013 0.030
H -0.1049 2.3588 -0.9718 0.069 0.064 -0.020
H -1.4430 3.0645 -2.5129 -0.001 -0.024 -0.024
H -2.6132 1.7878 -2.2090 0.016 0.018 -0.046
O -0.1721 1.5107 6.6943 -0.030 -0.035 -0.018
C -0.5086 0.9069 5.5685 0.032 0.038 0.025
C -1.6310 0.0871 5.4048 0.031 0.007 -0.024
C -1.8658 -0.4782 4.1733 -0.011 -0.005 -0.008
N -1.0666 -0.2925 3.1026 -0.013 0.021 -0.063
C -0.0287 0.4808 3.3155 0.031 0.017 0.077
Br 1.1740 0.7155 1.7968 -0.040 -0.040 -0.108
C 0.3384 1.1181 4.4681 -0.059 -0.049 -0.014
H -0.7826 1.3222 7.4213 0.007 0.013 0.014
H -2.3072 -0.1061 6.2266 -0.006 0.001 0.009
H -2.7282 -1.1142 4.0229 -0.005 -0.007 -0.010
H 1.2168 1.7389 4.5609 0.015 0.012 -0.001
C 3.2886 4.2684 -2.4265 -0.038 -0.007 -0.022
C 2.6902 2.9478 -2.0645 -0.070 -0.036 -0.009
O 1.4853 2.8157 -1.9157 -0.032 -0.003 0.037
C 3.5861 1.7589 -1.8912 0.175 0.087 -0.001
C 4.9379 1.8450 -2.2121 -0.008 -0.002 0.012
C 5.8102 0.7775 -2.0274 -0.018 0.004 0.001
C 5.3492 -0.4131 -1.4884 -0.085 -0.002 0.015
C 4.0064 -0.5397 -1.1583 0.210 -0.047 -0.048
C 3.1525 0.5258 -1.3811 -0.517 -0.069 0.234
O 1.8134 0.3009 -1.0645 1.038 0.395 -0.534
H 2.5324 5.0409 -2.3191 0.006 -0.007 -0.010
H 3.6174 4.2457 -3.4693 0.021 0.000 0.000
H 4.1568 4.5068 -1.8132 -0.008 0.007 0.019
H 5.3244 2.7707 -2.6148 0.006 -0.016 -0.001
H 6.8526 0.8854 -2.2934 0.006 0.002 0.001
H 6.0250 -1.2400 -1.3207 0.013 -0.006 -0.004
H 3.6370 -1.4617 -0.7280 -0.006 0.010 -0.001
```
Positions in Å, forces in eV/Å.

Computed properties:
Net charge: +3
Spin multiplicity: 2
Orbital gap (alpha / beta) (Ha): 0.2292 / 0.2723
Expectation value of S²: 0.82

Atomic charges from the Löwdin analysis, expressed in e, are listed below: V 0.93; C -0.13; C -0.14; N -0.11; C -0.13; C -0.12; N -0.11; C -0.15; C -0.13; C -0.14; N -0.14; C -0.15; C -0.16; N -0.11; C -0.14; H 0.15; H 0.12; H 0.15; H 0.13; H 0.15; H 0.16; H 0.11; H 0.13; H 0.15; H 0.11; H 0.11; H 0.15; H 0.14; H 0.12; H 0.14; H 0.11; H 0.05; H 0.15; H 0.13; H 0.10; H 0.15; H 0.09; H 0.15; H 0.13; O 0.15; C -0.28; C 0.05; C -0.08; N 0.00; C -0.62; Br 0.99; C 0.00; H 0.15; H 0.14; H 0.13; H 0.13; C 0.02; C -0.33; O 0.05; C -0.06; C 0.03; C 0.01; C -0.01; C 0.01; C -0.20; O -0.25; H 0.10; H 0.12; H 0.11; H 0.13; H 0.14; H 0.13; H 0.12


Record 5
Density functional theory data (ωB97M-V/def2-TZVPD) for a 2-piece molecular cluster, FH2NS overall.

Geometry as XYZ:
```
5
Properties=species:S:1:pos:R:3:forces:R:3
N -1.7571 0.2166 0.5585 2.318 -1.544 0.252
F -2.7901 0.8226 0.0589 -2.210 1.410 -0.863
S 1.2573 1.2904 -0.3939 -0.216 -0.800 0.008
H -1.4390 -0.3382 -0.2717 -0.011 0.173 0.566
H 1.1506 -0.0785 -0.4304 0.119 0.762 0.036
```
Positions in Å, forces in eV/Å.

Computed properties:
Orbital gap (alpha / beta) (Ha): 0.3567 / 0.2674

Atomic charges from the Löwdin analysis, expressed in e, are listed below: N 0.06; F -0.10; S 0.30; H 0.03; H -0.29


Record 6
Density functional theory data (ωB97M-V/def2-TZVPD) for C28H39AlN5O5S as an isolated structure.

Geometry as XYZ:
```
79
Properties=species:S:1:pos:R:3:forces:R:3
C -1.9832 3.3245 0.8240 0.146 -0.178 -0.068
C -1.7003 2.5723 -0.5743 1.063 0.485 1.180
O -2.4120 3.1825 -1.6692 -0.785 -0.946 0.919
C -3.8126 2.7265 -1.7071 0.737 0.117 0.206
C -4.0167 2.0341 -3.1318 -0.071 1.248 -0.590
O -4.9848 0.9764 -3.1820 1.049 0.291 0.293
C -4.7031 -0.1056 -2.2621 -0.149 -0.694 0.252
C -3.1945 -0.6008 -2.2033 0.877 -1.406 1.850
C -2.6009 -1.5601 -3.3596 1.594 1.096 -0.527
O -1.5768 -2.4653 -2.8273 -1.245 1.221 0.879
Al -1.2361 -1.8012 -1.1078 -1.927 -0.814 -0.406
C -0.3983 -3.0211 0.3011 0.549 0.232 0.502
C 0.9374 -2.2988 0.8523 -0.771 0.500 0.159
C 1.9347 -1.7774 -0.2866 0.767 0.172 0.687
C 2.1861 -2.8021 -1.4941 1.427 0.294 1.163
S 1.6751 -2.1199 -3.1728 0.775 0.851 0.259
C 2.7842 -0.7150 -3.5541 2.429 0.748 -2.400
N 3.4448 -0.5694 -4.8060 -2.044 -1.073 3.525
N 4.2419 0.5403 -4.8176 -2.112 1.414 6.171
C 4.0387 1.0842 -3.5235 0.227 -1.152 -2.164
O 3.1407 0.3598 -2.6959 1.419 -0.583 -3.722
O -3.0700 -1.3539 -0.9463 0.717 0.392 -1.014
H -1.1375 3.0732 1.5500 -1.086 0.267 -0.927
H -2.9621 2.9670 1.3145 1.380 0.687 -0.837
H -1.9859 4.4659 0.6854 -0.120 -1.712 0.132
H -1.9028 1.4620 -0.4274 0.057 1.310 -0.477
H -0.5733 2.6627 -0.7968 -1.765 -0.048 0.152
H -4.4880 3.6408 -1.5478 0.856 -1.313 -0.400
H -3.9375 2.0440 -0.8081 -0.224 0.527 -1.369
H -2.9891 1.7542 -3.5741 -1.481 0.113 1.003
H -4.4107 2.8587 -3.8374 0.418 -1.323 0.984
H -5.3735 -0.9871 -2.5723 1.115 1.306 0.354
H -5.0844 0.2044 -1.2214 0.966 -0.563 -1.290
H -2.3461 0.1643 -2.0671 -1.739 -0.056 -0.707
H -3.3854 -2.0622 -4.0142 0.903 0.327 0.965
H -1.9415 -0.8483 -3.9900 -1.504 -0.821 0.185
H -0.5081 -0.3963 -0.9476 0.167 0.335 -0.200
H -0.1906 -4.0690 -0.1031 -0.338 1.141 0.843
H -1.1307 -3.0366 1.1941 1.010 -0.408 -1.355
H 0.5728 -1.3591 1.4123 0.706 -1.354 -0.832
H 1.4807 -2.9240 1.6558 -0.580 0.770 -1.344
H 2.9530 -1.6016 0.2301 -1.391 -0.274 -0.812
H 1.6306 -0.7404 -0.6793 0.173 -1.813 0.556
H 1.6759 -3.8124 -1.2965 0.339 1.690 -0.809
H 3.3145 -3.0375 -1.5039 -1.712 0.327 -0.316
H 4.5277 2.0053 -3.0868 -0.830 -1.430 -0.603
N -6.5076 -3.1107 -1.4627 -0.495 -0.572 0.129
C -7.8320 -3.2498 -1.6244 0.570 0.147 0.035
C -8.5393 -4.3836 -1.2567 0.040 -0.082 0.044
C -7.8383 -5.4392 -0.6917 0.002 -0.090 0.042
C -6.4673 -5.3218 -0.5151 -0.273 -0.003 -0.038
C -5.8535 -4.1441 -0.9130 0.153 0.538 -0.200
H -8.3347 -2.3988 -2.0731 -0.042 -0.035 0.009
H -9.6102 -4.4398 -1.4085 0.038 0.022 -0.007
H -8.3554 -6.3444 -0.3918 0.018 0.044 -0.017
H -5.8883 -6.1256 -0.0781 0.011 0.062 -0.025
H -4.7838 -4.0014 -0.7928 -0.015 0.053 -0.018
N 1.8057 0.6265 2.8599 0.235 0.555 0.340
C 3.1103 0.8865 3.0359 -0.575 -0.203 -0.133
C 3.5930 2.0164 3.6773 -0.006 0.130 0.111
C 2.6751 2.9362 4.1634 -0.050 0.013 0.009
C 1.3196 2.6929 3.9933 0.152 0.045 0.032
C 0.9396 1.5308 3.3408 0.184 -0.478 -0.260
H 3.7881 0.1394 2.6353 0.034 0.042 0.022
H 4.6590 2.1731 3.7929 -0.059 -0.050 -0.080
H 3.0127 3.8339 4.6702 -0.008 -0.041 -0.028
H 0.5753 3.3893 4.3593 -0.004 -0.049 -0.038
H -0.1085 1.2940 3.1862 0.013 0.046 0.007
N 6.9879 2.3488 3.6423 0.780 0.158 0.084
C 7.6480 2.2473 4.8062 -0.397 -0.007 -0.384
C 8.9990 2.5170 4.9530 0.055 0.031 -0.107
C 9.7146 2.9116 3.8323 0.083 0.022 -0.004
C 9.0574 3.0228 2.6159 0.062 -0.014 0.140
C 7.7031 2.7339 2.5744 -0.448 -0.156 0.277
H 7.0462 1.9324 5.6526 0.056 0.010 0.016
H 9.4792 2.4206 5.9186 -0.049 -0.009 -0.035
H 10.7742 3.1304 3.9061 -0.062 -0.014 -0.004
H 9.5846 3.3275 1.7206 -0.056 -0.019 0.026
H 7.1441 2.8097 1.6472 0.061 0.005 0.003
```
Positions in Å, forces in eV/Å.

Computed properties:
Net charge: -1
Orbital gap (Ha): 0.2559

Atomic charges from the Löwdin analysis, expressed in e, are listed below: C -0.09; C -0.27; O -0.21; C -0.16; C -0.19; O -0.18; C -0.14; C -0.36; C -0.22; O -0.29; Al 0.22; C -0.25; C -0.31; C -0.30; C -0.44; S 0.92; C -0.52; N -0.04; N -0.01; C -0.13; O -0.03; O -0.26; H 0.05; H 0.08; H 0.08; H 0.09; H 0.13; H 0.13; H 0.11; H 0.13; H 0.13; H 0.12; H 0.13; H 0.08; H 0.11; H 0.11; H 0.01; H 0.04; H 0.06; H 0.08; H 0.10; H 0.10; H 0.07; H 0.09; H 0.08; H 0.12; N 0.08; C -0.15; C -0.09; C -0.10; C -0.08; C -0.12; H 0.10; H 0.09; H 0.10; H 0.10; H 0.11; N 0.07; C -0.14; C -0.08; C -0.09; C -0.08; C -0.15; H 0.10; H 0.06; H 0.10; H 0.10; H 0.10; N 0.05; C -0.15; C -0.08; C -0.08; C -0.07; C -0.14; H 0.11; H 0.10; H 0.10; H 0.10; H 0.11


Record 7
Density functional theory data (ωB97M-V/def2-TZVPD) for a 2-piece molecular cluster, C3H2N3O2 overall.

Geometry as XYZ:
```
10
Properties=species:S:1:pos:R:3:forces:R:3
C -0.2158 0.6944 -0.5278 1.141 -1.402 -0.085
C -0.0096 -0.7074 -0.4178 2.523 0.915 0.084
C -4.5031 0.0154 0.1611 0.532 -0.969 -0.208
N -1.5154 0.8728 -0.3624 -0.626 1.788 -0.528
N -1.2053 -1.2507 -0.1873 0.936 -1.876 -0.112
N -2.0855 -0.2972 -0.1978 -0.677 0.404 0.453
O -4.5205 0.8555 -0.6054 -0.341 2.375 -1.526
O -4.6517 -0.8717 0.8706 -0.479 -1.424 1.731
H 0.5098 1.4874 -0.7665 -0.608 -0.389 0.311
H 1.0387 -1.2197 -0.3989 -2.401 0.577 -0.119
```
Positions in Å, forces in eV/Å.

Computed properties:
Net charge: -1
Orbital gap (Ha): 0.2924

Atomic charges from the Löwdin analysis, expressed in e, are listed below: C -0.28; C -0.28; C -0.55; N -0.08; N -0.09; N -0.17; O 0.16; O 0.16; H 0.06; H 0.08


Record 8
Density functional theory data (ωB97M-V/def2-TZVPD) for one molecule with the formula C5H7NO.

Geometry as XYZ:
```
14
Properties=species:S:1:pos:R:3:forces:R:3
C -1.7886 0.5934 -0.0458 -0.299 0.145 -0.130
C -0.3688 0.1965 -0.1377 -0.217 0.525 -0.650
C 0.6955 0.9987 0.0210 -0.688 -0.009 -0.037
N 1.8988 0.3192 -0.1147 -0.270 -0.770 0.623
C 1.2195 -1.0953 0.5465 1.484 0.468 -0.012
O 1.4467 -1.6004 1.5894 0.248 0.510 -1.003
C 0.1033 -1.2002 -0.4663 0.038 0.137 0.258
H -2.1655 0.7306 -1.0628 -0.352 0.033 0.087
H -1.8755 1.5415 0.4922 -0.098 -0.080 -0.107
H -2.4188 -0.1486 0.4570 0.131 0.077 -0.046
H 0.6416 2.0379 0.3395 0.088 -0.118 -0.184
H 2.6938 0.9141 0.1529 -0.246 -1.229 0.637
H -0.6545 -1.9761 -0.3130 0.404 0.105 0.336
H 0.5725 -1.3113 -1.4580 -0.223 0.206 0.230
```
Positions in Å, forces in eV/Å.

Computed properties:
Orbital gap (Ha): 0.3268
SMILES: CC1=CNC(=O)C1

Atomic charges from the Löwdin analysis, expressed in e, are listed below: C -0.06; C -0.33; C -0.17; N 0.04; C -0.30; O 0.15; C -0.06; H 0.08; H 0.08; H 0.08; H 0.13; H 0.11; H 0.13; H 0.13